The following is a quantum chemistry calculation of a molecular structure, C45H50GaN2P3SeSi in a non-equilibrium geometry, from the OMol25 dataset.

Geometry as XYZ:
```
103
Properties=species:S:1:pos:R:3:forces:R:3:mulliken_charge:R:1
Ga 0.828902 -1.639351 -0.605045 -0.0966 -0.8768 0.6918 1.50
N 1.162950 -2.377496 1.578413 0.0364 -0.0817 0.1745 -0.44
C 2.496999 -2.088250 2.016600 -0.0484 -0.0250 0.0241 -0.57
C 2.886215 -1.962985 3.317166 -0.0021 0.0135 0.0002 -0.22
C 4.248578 -1.751892 3.624831 -0.0258 0.0445 0.0422 -1.03
C 5.186245 -1.694270 2.633395 0.0284 -0.0336 -0.0271 -0.93
C 4.792570 -1.773961 1.275983 -0.0305 -0.0157 -0.0621 0.73
C 5.686128 -1.683572 0.183573 -0.0260 -0.0119 0.0536 -0.73
C 5.195987 -1.703164 -1.091669 0.0641 -0.0205 -0.0398 -1.07
C 3.811078 -1.795475 -1.296959 0.0394 -0.0608 -0.0341 0.11
N 2.957498 -1.930710 -0.304581 -0.4365 0.2025 -0.0903 0.54
C 3.429542 -1.940830 0.974859 0.1119 0.0129 0.0175 0.57
H 1.087634 -3.378987 1.413739 -0.0115 -0.0129 0.0317 0.46
H 0.485883 -2.139789 2.300747 -0.0676 0.1215 -0.0997 -0.06
H 2.154190 -2.040371 4.112767 0.0156 -0.0179 0.0067 0.50
H 4.542237 -1.658094 4.661297 0.0247 -0.0336 -0.0127 0.45
H 6.237827 -1.592491 2.868995 -0.0137 0.0564 0.0115 0.48
H 6.749323 -1.598585 0.372877 -0.0050 0.0420 -0.0191 0.48
H 5.851461 -1.628492 -1.947468 -0.0098 -0.0013 0.0034 0.48
H 3.382231 -1.749812 -2.291531 -0.0434 0.0465 0.0140 0.35
C -0.925265 -5.131258 0.467991 0.2117 0.1962 0.0576 -1.75
P -0.864586 -3.612448 -0.537944 -0.3921 0.3389 -0.5290 1.09
C -1.153669 -4.227098 -2.224145 0.1737 -0.1007 0.0810 -1.01
C -2.420630 -2.744487 -0.179741 0.1312 0.0591 0.1998 0.33
C -2.795191 -1.699922 -1.028192 -0.1206 -0.1207 0.0015 -0.45
C -4.001970 -1.046165 -0.827603 0.0462 -0.0016 -0.0110 -0.55
C -4.811954 -1.386704 0.248327 0.0005 0.0482 0.0218 -0.60
C -4.412345 -2.380354 1.129914 0.0487 -0.0341 0.0296 -0.82
C -3.224639 -3.067559 0.912468 -0.0075 0.0120 -0.0576 -0.53
H -1.873872 -5.637590 0.289169 0.0031 -0.0085 0.0055 0.48
H -0.831669 -4.914686 1.532264 0.0050 -0.0587 0.0100 0.49
H -0.109478 -5.786485 0.162922 0.0065 -0.0179 0.0401 0.44
H -2.127332 -4.713817 -2.274557 0.0015 -0.0058 0.0042 0.53
H -0.372011 -4.941355 -2.487909 0.0028 0.0160 -0.0354 0.48
H -1.109930 -3.387647 -2.915584 -0.0083 0.0013 0.0033 -0.08
H -2.150252 -1.415978 -1.854438 -0.0413 -0.0193 -0.0483 0.33
H -4.313195 -0.272084 -1.518420 -0.0041 -0.0106 0.0154 0.58
H -5.753793 -0.876090 0.401267 0.0143 0.0058 0.0015 0.46
H -5.026829 -2.630439 1.984898 -0.0278 -0.0211 -0.0408 0.46
H -2.937103 -3.856000 1.596770 -0.0391 -0.0134 -0.0114 0.42
C -1.605068 1.404257 -0.169070 0.0031 -0.1938 -0.4184 -1.25
P -0.139969 0.456146 0.356265 0.8482 0.3828 0.0323 0.62
C -0.232418 0.393838 2.165198 -0.0337 -0.2929 -0.0259 1.58
C 0.547169 1.129693 3.049459 -0.0698 0.0378 -0.0512 -0.53
C 0.395272 0.940061 4.417816 0.0469 -0.0376 -0.0006 -1.21
C -0.526709 0.027065 4.906019 -0.0262 0.0111 0.0244 -1.16
C -1.328242 -0.695612 4.026623 0.0334 0.0514 -0.0189 0.04
C -1.173629 -0.517528 2.660759 -0.0523 0.1146 0.0581 -1.50
C 1.366732 1.344965 -0.149186 0.0829 -0.1230 0.0011 2.40
C 2.558618 1.165908 0.558951 -0.0670 0.1761 0.0291 -0.97
C 3.748135 1.682710 0.068566 0.0013 -0.0698 0.0321 -1.06
C 3.770003 2.342045 -1.152828 0.0073 -0.0049 -0.0318 -0.95
C 2.595940 2.496678 -1.875340 -0.0200 -0.0098 -0.0113 -1.17
C 1.401320 1.990362 -1.385738 0.0403 -0.0645 0.0608 -1.46
P -1.382226 3.251337 -0.448704 -0.0269 0.0376 0.3800 -0.11
C -3.118810 3.795171 -0.262226 0.0306 0.0509 -0.1579 0.58
C -4.236073 3.000737 -0.495289 0.0351 -0.0055 0.0576 -0.08
C -5.512563 3.545873 -0.414562 -0.0386 -0.0350 -0.0194 -0.52
C -5.682120 4.887466 -0.117300 0.0308 0.0254 0.0153 -0.59
C -4.569229 5.693990 0.093925 0.0058 -0.0330 -0.0065 -0.67
C -3.297363 5.153590 0.013930 -0.0563 -0.0449 -0.0101 -0.52
C -0.736007 3.735468 1.203273 0.0105 0.0752 -0.0775 0.43
C 0.541908 4.287924 1.269477 -0.0392 -0.0153 0.0396 -0.44
C 1.065317 4.709279 2.487271 0.0006 -0.0400 -0.0097 -0.69
C 0.306356 4.589905 3.642474 0.0178 -0.0018 -0.0206 -0.51
C -0.975222 4.052486 3.582092 -0.0341 0.0159 -0.0041 -0.81
C -1.495579 3.629923 2.369598 0.0587 0.0330 0.0271 -0.10
H -2.366202 1.218217 0.592239 -0.0153 -0.0907 -0.0192 1.00
H -1.950940 0.984150 -1.116361 -0.0638 -0.0344 0.0359 0.89
H 1.238299 1.877468 2.683338 -0.0262 0.0071 0.0306 0.68
H 0.997801 1.519507 5.105353 -0.0154 0.0188 -0.0129 0.56
H -0.641311 -0.106450 5.974034 0.0035 -0.0025 -0.0114 0.45
H -2.074668 -1.379648 4.409627 0.0090 -0.0174 -0.0267 0.52
H -1.801464 -1.070349 1.966655 -0.0196 -0.0225 0.0320 0.01
H 2.560752 0.639380 1.504603 0.0356 0.0036 0.0034 0.38
H 4.657989 1.570600 0.645208 0.0024 -0.0229 -0.0230 0.53
H 4.704797 2.716177 -1.550037 -0.0237 0.0754 0.0427 0.47
H 2.606101 3.006052 -2.830192 0.0114 -0.0185 0.0056 0.55
H 0.502122 2.082401 -1.975966 0.0376 0.0305 -0.0365 0.57
H -4.125726 1.951083 -0.742631 -0.0148 0.0197 0.0300 0.21
H -6.378552 2.919879 -0.588683 0.0132 -0.0042 -0.0095 0.42
H -6.676415 5.309156 -0.057049 0.0030 -0.0056 0.0033 0.39
H -4.694917 6.745038 0.317690 0.0033 -0.0034 -0.0059 0.41
H -2.431594 5.787603 0.170476 -0.0291 0.0239 0.0279 0.41
H 1.119648 4.406664 0.359489 0.0206 -0.0161 0.0217 0.47
H 2.055519 5.144523 2.528485 -0.0103 0.0188 -0.0017 0.47
H 0.704547 4.934766 4.588354 -0.0087 0.0016 -0.0024 0.46
H -1.573240 3.978831 4.481737 -0.0019 -0.0016 -0.0098 0.47
H -2.508431 3.244321 2.324640 0.0099 -0.0127 0.0015 0.43
C 1.751539 -0.191913 -5.852950 0.0116 -0.0330 -0.2169 -0.99
Si 0.859485 -1.728565 -5.360946 -0.0679 0.0378 1.9680 0.36
C 1.776200 -3.331812 -5.339335 0.0520 -0.0668 -0.4468 -0.93
C -0.970535 -1.776777 -5.611957 0.0022 -0.0086 -0.3817 -1.00
Se 0.765967 -1.134191 -2.824987 -0.1807 0.4571 -1.2738 -0.52
H 1.811033 -0.095734 -6.940767 -0.0059 0.0087 0.0090 0.43
H 2.764871 -0.186197 -5.451504 0.0002 -0.0485 -0.0082 0.31
H 1.225558 0.677772 -5.457612 -0.0367 -0.0114 -0.0413 0.29
H 1.940293 -3.687620 -6.362067 0.0206 -0.0463 0.0374 0.42
H 1.215761 -4.098639 -4.805403 -0.0642 0.0459 -0.0015 0.26
H 2.751713 -3.223818 -4.866088 -0.0025 0.0715 -0.0128 0.29
H -1.225215 -1.707725 -6.673874 -0.0252 -0.0168 0.0172 0.47
H -1.430934 -0.932844 -5.098176 0.0323 0.0309 -0.0388 0.29
H -1.403121 -2.698314 -5.222191 0.0461 -0.0208 -0.0029 0.30
```
Positions in Å, forces in eV/Å.

Summary:
charge	+2
orbital gap	0.25224	Eh
ΔE to the lowest compared entry with this formula, charge and spin	0.0	kJ/mol
E	-203914.5892	eV

The following is a quantum chemistry calculation of a molecular structure, C45H50N4O6P2S2Se2W, from the OMol25 dataset.

Geometry as XYZ:
```
112
Properties=species:S:1:pos:R:3:forces:R:3:mulliken_charge:R:1
W -0.127045 -0.271157 0.365504 -0.0817 0.2360 -0.3854 0.25
Se 1.707348 -0.835312 2.000935 0.1856 -0.1119 0.7339 -0.06
P 1.424828 0.953984 4.031639 0.0662 -0.2514 -0.2043 0.45
Se -0.257059 1.745812 1.341529 -0.0983 0.1441 0.1436 -0.08
C 0.916042 -0.040234 5.451633 0.0252 0.0134 -0.1181 0.38
C 0.338493 -1.297817 5.257878 -0.0232 -0.0586 -0.0083 0.07
C -0.000098 -2.089091 6.346303 0.0071 0.0105 -0.0201 -0.61
C 0.249624 -1.646201 7.636609 -0.0058 -0.0015 -0.0122 -0.53
C 0.841445 -0.404485 7.841160 -0.0024 0.0045 -0.0055 -0.56
C 1.170586 0.393404 6.759672 0.0232 0.0450 0.0323 -0.67
C 1.007649 2.645350 4.493332 -0.0186 0.1270 -0.0689 0.52
C -0.010683 2.993524 5.389512 -0.0135 -0.0308 -0.0292 -0.51
C -0.320333 4.325435 5.613286 0.0120 -0.0041 -0.0055 -0.70
C 0.375373 5.328399 4.949139 -0.0173 -0.0042 0.0145 -0.44
C 1.380155 4.995996 4.049146 0.0153 -0.0065 -0.0083 -0.62
C 1.689174 3.666862 3.817531 0.0321 -0.0416 0.0319 -0.37
H 0.149194 -1.657203 4.254378 -0.0263 0.0047 -0.0004 -0.07
H -0.459636 -3.054698 6.176634 0.0036 0.0132 -0.0020 0.46
H -0.010497 -2.268131 8.483883 0.0044 0.0097 -0.0058 0.38
H 1.050014 -0.060237 8.846492 -0.0014 -0.0037 -0.0210 0.40
H 1.637736 1.356920 6.925234 -0.0067 -0.0286 0.0101 0.47
H -0.565552 2.218648 5.903371 0.0012 0.0134 -0.0132 0.42
H -1.110904 4.582508 6.307588 0.0156 -0.0088 -0.0147 0.39
H 0.131617 6.367487 5.130759 0.0031 -0.0142 -0.0065 0.38
H 1.922761 5.774674 3.527932 -0.0082 -0.0212 0.0086 0.41
H 2.469554 3.404904 3.110400 -0.0233 0.0233 0.0094 0.41
O -0.966666 2.084464 -2.954002 -0.0421 -0.0275 0.0006 -0.65
C -1.239922 1.367509 -2.020551 -0.0037 -0.0194 -0.0260 0.07
O -0.462159 0.405292 -1.582216 -0.0576 0.1310 -0.1190 0.07
C -2.561628 1.453997 -1.270298 0.0341 0.0121 0.0010 -1.35
P -2.655359 -0.138988 -0.407083 -0.1798 -0.1294 -0.1262 1.35
C -2.999760 -1.368361 -1.700728 0.0754 -0.1158 0.0794 0.51
C -3.757722 -1.056674 -2.826814 -0.0329 0.0309 0.0096 -0.56
C -4.040551 -2.038733 -3.764751 -0.0290 0.0005 -0.0568 -0.87
C -3.573196 -3.335885 -3.585475 -0.0077 -0.0066 0.0486 -0.46
C -2.837264 -3.656266 -2.455452 -0.0500 0.1098 0.0069 -1.02
C -2.551641 -2.674329 -1.516363 0.0051 -0.0081 -0.0275 0.20
C -4.216557 -0.119629 0.521310 0.0523 -0.0170 0.0324 0.36
C -4.861652 1.075121 0.831553 -0.0339 0.0092 -0.0009 -0.18
C -6.035343 1.063038 1.572244 0.0202 0.0215 -0.0197 -0.86
C -6.566761 -0.141040 2.008525 -0.0046 -0.0379 0.0097 -0.55
C -5.929554 -1.335759 1.696653 -0.0367 0.0131 0.0204 -0.81
C -4.759981 -1.328057 0.955578 0.0084 0.0175 -0.0227 -0.50
H -3.386010 1.683625 -1.940350 -0.0041 0.0093 -0.0348 0.62
H -2.487949 2.247067 -0.524249 -0.0040 0.0279 -0.0020 0.50
H -4.140054 -0.053279 -2.975168 0.0103 -0.0347 -0.0121 0.30
H -4.629290 -1.790451 -4.640358 0.0102 -0.0106 0.0232 0.39
H -3.782872 -4.094394 -4.328365 0.0016 0.0159 0.0032 0.37
H -2.474714 -4.664718 -2.306332 0.0229 0.0268 -0.0165 0.46
H -1.983476 -2.928841 -0.631334 0.0284 -0.0045 -0.0072 0.33
H -4.454549 2.022250 0.501320 -0.0112 0.0002 0.0134 0.37
H -6.532238 1.995644 1.807621 0.0109 -0.0141 -0.0059 0.43
H -7.481053 -0.149246 2.588845 0.0196 -0.0072 -0.0130 0.41
H -6.342658 -2.277883 2.034781 0.0101 0.0227 -0.0076 0.43
H -4.265409 -2.263412 0.724685 0.0040 0.0107 0.0009 0.30
C -1.583650 0.511308 -5.707973 -0.1085 -0.0927 -0.0034 -1.10
N -1.118535 -0.679059 -5.017151 -0.1059 0.1444 0.1649 0.17
C 0.110979 -1.201734 -4.917059 0.1686 -0.2059 0.1292 0.46
S 0.299411 -2.783959 -4.343936 0.0057 0.0626 -0.1382 -0.42
N 1.199253 -0.487242 -5.274617 -0.0992 0.0887 -0.1319 -0.20
C 1.344615 0.960962 -5.366222 0.0444 0.0110 0.1373 -1.00
H -2.664938 0.550981 -5.572292 0.0463 -0.0048 -0.0306 0.28
H -1.383460 0.451422 -6.780134 0.0484 0.0542 0.0022 0.36
H -1.170802 1.423874 -5.288346 -0.0273 -0.0015 0.0039 0.38
H -1.822609 -1.299715 -4.653833 -0.0250 -0.0341 -0.0213 -0.12
H 2.043695 -1.015978 -5.145965 0.0460 -0.0308 -0.0157 0.30
H 0.784300 1.381563 -6.199500 0.0687 -0.0307 0.0003 0.40
H 2.399646 1.163198 -5.537647 0.0113 0.0085 0.0181 0.46
H 1.041145 1.455468 -4.438876 -0.0327 -0.0190 -0.0624 0.18
C 0.222337 -3.840277 0.749798 -0.0433 -0.0302 -0.0158 -1.04
C -0.810633 -3.119351 1.556511 0.0551 0.0235 -0.0680 0.51
C -1.654467 -3.720412 2.450053 -0.0405 -0.0341 0.0705 -1.41
C -2.405119 -2.701338 3.083969 0.0043 -0.0736 0.0517 -0.87
C -2.011493 -1.504081 2.554188 0.1205 -0.0639 -0.0166 0.78
C -2.393446 -0.178474 3.125988 0.0057 0.0475 -0.0220 -0.67
N -1.040471 -1.741115 1.568798 -0.1804 0.0765 0.1533 0.83
H 0.269020 -4.864383 1.119075 -0.0046 -0.0040 0.0006 0.63
H 1.211648 -3.395189 0.868170 0.0135 -0.0309 0.0085 -0.04
H 0.014706 -3.869133 -0.320025 0.0080 0.0077 0.0154 0.02
H -1.694740 -4.782753 2.638903 0.0035 0.0295 -0.0096 0.56
H -3.129959 -2.812555 3.877030 0.0178 -0.0023 -0.0147 0.61
H -3.169747 -0.347320 3.874129 0.0096 -0.0036 -0.0247 0.51
H -2.782676 0.535961 2.404830 0.0220 0.0223 0.0053 0.06
H -1.546912 0.299808 3.625827 0.0354 0.0011 0.0337 -0.54
C 4.027563 3.602211 -5.171526 0.0080 -0.0053 0.0057 -1.63
C 4.471753 2.688525 -4.060882 -0.0174 0.0257 -0.0162 0.63
C 3.862246 2.747381 -2.806892 -0.0115 0.0157 -0.0006 -0.42
C 4.293513 1.942392 -1.768937 0.0517 -0.0229 0.0124 -0.35
C 5.347017 1.061211 -1.985772 -0.0301 0.0464 0.0045 -0.12
C 5.956644 0.970690 -3.225776 -0.0021 0.0441 0.0081 -0.37
C 5.514385 1.788976 -4.257516 0.0072 -0.0217 0.0060 -0.56
S 5.862512 0.011285 -0.658865 0.0640 0.1826 -0.0011 1.33
O 6.874905 -0.851797 -1.196775 -0.0034 -0.0304 -0.0221 -0.73
O 6.113511 0.810466 0.504807 0.0145 0.0080 -0.0115 -0.74
N 4.530698 -0.831344 -0.322544 0.0803 -0.3493 0.1421 0.10
C 4.032731 -1.881059 -1.187189 -0.1054 0.0265 -0.0892 -1.54
C 2.872789 -1.425742 -2.096821 0.0626 0.0097 0.0526 0.50
C 1.735238 -0.983261 -1.247257 0.1180 -0.3360 -0.2492 0.19
O 0.758961 -1.748149 -0.965624 0.1088 0.2100 0.0630 0.01
O 1.758298 0.139262 -0.670174 -0.1918 0.1293 0.2017 -0.06
H 3.004074 3.944245 -5.016782 0.0051 -0.0133 -0.0098 0.34
H 4.086930 3.106953 -6.141700 -0.0050 0.0072 0.0098 0.38
H 4.668648 4.485702 -5.218195 -0.0156 -0.0105 0.0064 0.43
H 3.035327 3.429506 -2.645923 0.0004 -0.0144 -0.0091 0.37
H 3.806315 1.973721 -0.801922 0.0062 0.0033 -0.0433 0.32
H 6.767426 0.268863 -3.368990 -0.0162 0.0098 -0.0053 0.52
H 5.991030 1.728147 -5.229454 -0.0067 -0.0025 0.0115 0.39
H 4.140752 -0.701340 0.601878 -0.0657 0.1329 -0.0782 0.21
H 3.712630 -2.720046 -0.567556 -0.0132 -0.0195 -0.0088 0.38
H 4.850957 -2.235657 -1.813224 0.0252 -0.0244 0.0315 0.46
H 2.545310 -2.244852 -2.735742 -0.0440 0.0155 -0.0156 0.42
H 3.196976 -0.578183 -2.703097 0.0248 -0.0160 -0.0221 -0.43
```
Positions in Å, forces in eV/Å.

Summary:
multiplicity	3
expectation value of S²	2.03
orbital gap (alpha / beta)	0.21161 / 0.21138	Eh
ΔE to the lowest compared entry with this formula, charge and spin	0.0	kJ/mol
E	-238489.8620	eV